{
  "formula": "C62H149N11O15",
  "method": "ωB97M-V/def2-TZVPD",
  "e_homo_ev": -7.99,
  "total_energy_ha": -4182.41649,
  "e_lumo_ev": 0.221,
  "symbols": ["C", "C", "C", "C", "C", "C", "N", "O", "C", "C", "C", "H", "H", "H", "H", "H", "H", "H", "H", "H", "H", "H", "H", "H", "H", "H", "H", "H", "H", "H", "C", "C", "C", "C", "C", "C", "N", "O", "C", "C", "C", "H", "H", "H", "H", "H", "H", "H", "H", "H", "H", "H", "H", "H", "H", "H", "H", "H", "H", "H", "C", "C", "C", "C", "C", "C", "N", "O", "C", "C", "C", "H", "H", "H", "H", "H", "H", "H", "H", "H", "H", "H", "H", "H", "H", "H", "H", "H", "H", "H", "C", "C", "C", "C", "C", "C", "N", "O", "C", "C", "C", "H", "H", "H", "H", "H", "H", "H", "H", "H", "H", "H", "H", "H", "H", "H", "H", "H", "H", "H", "C", "C", "C", "C", "C", "C", "N", "O", "C", "C", "C", "H", "H", "H", "H", "H", "H", "H", "H", "H", "H", "H", "H", "H", "H", "H", "H", "H", "H", "H", "C", "O", "N", "N", "H", "H", "H", "H", "C", "O", "N", "N", "H", "H", "H", "H", "C", "O", "N", "N", "H", "H", "H", "H", "C", "C", "O", "H", "H", "H", "H", "H", "H", "C", "C", "O", "H", "H", "H", "H", "H", "H", "C", "C", "O", "H", "H", "H", "H", "H", "H", "C", "C", "O", "H", "H", "H", "H", "H", "H", "C", "C", "O", "H", "H", "H", "H", "H", "H", "C", "C", "O", "H", "H", "H", "H", "H", "H", "C", "C", "O", "H", "H", "H", "H", "H", "H"],
  "positions_angstrom": [[2.02, 0.41, 3.73], [1.87, -0.89, 4.52], [2.88, -0.83, 5.73], [2.48, 0.09, 6.89], [1.05, -0.22, 7.26], [0.01, -0.16, 6.11], [0.52, -1.05, 5.11], [-0.39, -1.06, 4.02], [-1.37, -0.70, 6.54], [-0.20, 1.36, 5.63], [2.09, -2.15, 3.64], [2.86, 0.40, 3.07], [2.32, 1.18, 4.47], [1.14, 0.59, 3.12], [3.05, -1.81, 6.16], [3.85, -0.48, 5.37], [2.65, 1.15, 6.55], [3.23, -0.14, 7.75], [0.81, 0.47, 8.07], [1.02, -1.16, 7.73], [-2.07, -0.71, 5.78], [-1.23, -1.71, 6.88], [-1.82, -0.05, 7.32], [-0.96, 1.85, 6.28], [0.70, 1.93, 5.70], [-0.56, 1.33, 4.62], [3.09, -2.14, 3.19], [1.46, -2.07, 2.73], [1.90, -3.02, 4.19], [-0.54, -2.00, 3.90], [-3.68, -4.72, 2.73], [-2.93, -4.84, 4.08], [-3.59, -6.06, 4.90], [-2.84, -6.45, 6.12], [-1.41, -6.79, 5.80], [-0.67, -5.64, 5.08], [-1.52, -5.26, 3.85], [-0.76, -4.21, 3.26], [-0.35, -4.47, 6.04], [0.65, -6.17, 4.55], [-3.15, -3.49, 4.82], [-4.69, -4.23, 2.88], [-3.73, -5.64, 2.14], [-3.08, -3.98, 2.12], [-4.60, -5.77, 5.26], [-3.78, -6.87, 4.16], [-3.38, -7.27, 6.58], [-2.90, -5.59, 6.91], [-1.33, -7.60, 5.14], [-0.77, -6.94, 6.68], [0.04, -3.66, 5.39], [-1.20, -4.26, 6.66], [0.39, -4.91, 6.65], [1.17, -6.57, 5.38], [0.40, -6.83, 3.73], [1.23, -5.40, 4.18], [-4.24, -3.30, 4.72], [-2.49, -2.73, 4.30], [-2.84, -3.67, 5.85], [-0.76, -4.36, 2.30], [-3.66, 2.45, 4.12], [-4.11, 1.62, 2.91], [-3.16, 0.38, 2.83], [-3.87, -0.73, 1.99], [-5.26, -1.01, 2.43], [-6.24, 0.12, 2.50], [-5.48, 1.17, 3.29], [-6.30, 2.27, 3.56], [-6.60, 0.59, 1.10], [-7.54, -0.20, 3.29], [-4.07, 2.48, 1.58], [-3.56, 1.86, 5.05], [-4.35, 3.27, 4.32], [-2.77, 2.96, 3.85], [-2.31, 0.78, 2.37], [-2.88, 0.07, 3.80], [-3.34, -1.70, 1.99], [-3.85, -0.46, 0.93], [-5.30, -1.49, 3.42], [-5.65, -1.76, 1.73], [-5.71, 0.89, 0.55], [-7.09, -0.25, 0.59], [-7.29, 1.43, 1.20], [-7.97, -1.12, 2.86], [-7.38, -0.33, 4.37], [-8.22, 0.66, 3.15], [-3.16, 3.08, 1.67], [-4.89, 3.21, 1.47], [-3.96, 1.90, 0.63], [-6.50, 2.71, 2.74], [1.16, 3.89, -8.01], [-0.29, 3.51, -8.48], [-0.50, 1.95, -8.42], [-0.51, 1.39, -7.01], [-1.60, 2.09, -6.12], [-1.51, 3.61, -6.23], [-1.34, 4.01, -7.65], [-1.40, 5.48, -7.69], [-2.85, 4.18, -5.76], [-0.48, 4.24, -5.35], [-0.52, 3.98, -9.93], [1.28, 3.22, -7.12], [1.25, 4.95, -7.69], [1.82, 3.59, -8.79], [-1.45, 1.81, -8.87], [0.36, 1.54, -9.02], [0.45, 1.43, -6.57], [-0.76, 0.31, -7.15], [-1.48, 1.85, -5.06], [-2.61, 1.76, -6.45], [-3.17, 3.76, -4.84], [-2.70, 5.28, -5.55], [-3.67, 4.12, -6.53], [-0.16, 5.13, -5.87], [-0.85, 4.49, -4.39], [0.39, 3.54, -5.21], [0.03, 3.35, -10.63], [-0.04, 4.94, -10.30], [-1.60, 3.93, -10.05], [-2.34, 5.61, -7.99], [1.23, 1.35, -3.20], [1.27, -0.16, -2.60], [2.66, -0.49, -2.05], [3.01, 0.01, -0.71], [1.96, -0.58, 0.25], [0.48, -0.20, -0.21], [0.27, -0.47, -1.60], [-0.99, -0.10, -1.96], [-0.48, -1.01, 0.64], [0.36, 1.33, 0.25], [1.02, -1.04, -3.87], [0.29, 1.62, -3.75], [2.01, 1.56, -3.90], [1.30, 2.05, -2.43], [2.71, -1.58, -1.98], [3.30, -0.09, -2.87], [2.94, 1.10, -0.68], [4.04, -0.30, -0.51], [2.15, -0.21, 1.28], [1.95, -1.71, 0.26], [-0.47, -2.09, 0.43], [-0.22, -0.89, 1.70], [-1.50, -0.67, 0.54], [1.27, 1.90, -0.02], [-0.48, 1.86, -0.14], [0.25, 1.35, 1.36], [0.01, -0.92, -4.33], [1.24, -2.13, -3.82], [1.69, -0.65, -4.65], [-1.10, 0.88, -1.95], [-3.14, -3.18, -2.59], [-3.50, -4.37, -2.60], [-2.50, -2.57, -1.58], [-3.38, -2.35, -3.70], [-2.00, -1.72, -1.77], [-2.12, -3.20, -0.89], [-2.76, -1.61, -3.96], [-3.86, -2.74, -4.54], [2.64, 3.37, 1.34], [3.45, 2.51, 1.71], [1.54, 3.82, 2.01], [2.76, 3.87, 0.14], [1.42, 3.42, 2.92], [1.15, 4.71, 1.87], [1.91, 4.25, -0.25], [3.34, 3.47, -0.58], [-1.67, -5.90, 0.28], [-1.14, -4.78, 0.42], [-2.72, -6.08, -0.51], [-1.22, -6.99, 0.95], [-3.08, -6.97, -0.48], [-3.00, -5.25, -1.12], [-1.70, -7.88, 0.85], [-0.80, -6.80, 1.87], [2.25, 6.32, -2.39], [0.98, 5.41, -2.34], [0.32, 5.30, -1.08], [3.05, 5.88, -1.83], [2.08, 7.30, -2.00], [2.54, 6.49, -3.41], [1.23, 4.37, -2.49], [0.31, 5.77, -3.09], [-0.08, 6.15, -0.87], [6.11, -2.50, -3.59], [6.20, -1.67, -4.82], [5.01, -1.09, -5.30], [7.12, -2.69, -3.18], [5.53, -3.44, -3.75], [5.52, -1.88, -2.94], [6.58, -2.29, -5.62], [6.90, -0.83, -4.62], [4.40, -1.77, -5.58], [5.96, 2.74, -1.66], [5.18, 3.93, -2.13], [3.85, 3.62, -2.56], [5.45, 2.21, -0.87], [6.95, 2.95, -1.36], [6.04, 2.04, -2.43], [5.69, 4.52, -2.90], [4.99, 4.60, -1.27], [3.96, 2.74, -2.99], [1.92, -5.54, 0.69], [1.81, -4.93, -0.72], [1.22, -3.68, -0.73], [2.37, -4.92, 1.45], [2.45, -6.50, 0.65], [0.93, -5.70, 1.10], [1.31, -5.59, -1.44], [2.83, -4.76, -1.09], [0.33, -3.66, -0.37], [4.30, 3.49, -5.96], [3.76, 2.15, -5.54], [4.48, 1.65, -4.40], [5.23, 3.42, -6.45], [4.55, 4.03, -5.01], [3.79, 4.14, -6.61], [3.85, 1.38, -6.31], [2.70, 2.23, -5.37], [4.81, 0.77, -4.54], [6.13, 1.04, 3.32], [5.76, 1.83, 4.58], [4.45, 2.30, 4.53], [7.22, 0.93, 3.30], [6.10, 1.77, 2.48], [5.56, 0.13, 3.05], [6.49, 2.64, 4.61], [5.93, 1.24, 5.46], [4.04, 2.43, 3.63], [-3.86, 2.67, -2.32], [-2.84, 3.58, -1.80], [-1.57, 3.09, -2.29], [-4.86, 2.92, -2.06], [-3.75, 1.61, -1.90], [-3.95, 2.48, -3.40], [-2.94, 3.65, -0.69], [-3.05, 4.62, -2.05], [-0.94, 3.58, -1.78]],
  "lowdin_charge": [-0.0444, -0.4422, -0.1239, -0.1873, -0.1406, -0.4629, -0.0840, -0.0633, -0.0187, -0.0028, -0.0066, 0.0562, 0.0669, 0.0649, 0.1079, 0.1064, 0.1080, 0.1450, 0.1179, 0.0963, 0.0282, 0.0681, 0.0996, 0.0897, 0.0484, 0.0492, 0.0938, 0.0706, 0.0492, 0.0570, -0.0376, -0.4726, -0.1417, -0.2122, -0.1392, -0.4791, -0.0484, -0.0704, -0.0100, -0.0231, -0.0180, 0.0987, 0.0644, 0.0775, 0.1270, 0.1204, 0.1074, 0.1430, 0.1040, 0.1266, 0.0755, 0.0565, 0.0728, 0.0769, 0.0830, 0.0454, 0.0847, 0.0900, 0.0505, 0.0615, -0.0370, -0.4586, -0.0912, -0.1640, -0.1727, -0.5098, -0.0966, -0.0416, -0.0271, -0.0208, -0.0260, 0.1003, 0.0776, 0.0613, 0.0860, 0.0804, 0.0975, 0.1027, 0.1165, 0.1293, 0.0543, 0.0969, 0.0814, 0.0858, 0.0863, 0.0795, 0.0684, 0.0884, 0.0637, 0.0703, -0.0198, -0.5253, -0.1232, -0.1677, -0.1072, -0.5262, -0.0892, -0.0478, -0.0334, -0.0392, -0.0421, 0.0577, 0.0970, 0.0685, 0.1047, 0.1343, 0.0702, 0.1218, 0.1024, 0.1329, 0.0337, 0.1034, 0.1045, 0.0820, 0.0488, 0.0919, 0.0712, 0.0966, 0.0833, 0.1172, 0.0099, -0.4158, -0.1583, -0.1721, -0.0916, -0.4355, -0.1087, -0.0473, -0.0201, 0.0078, -0.0221, 0.0722, 0.0270, 0.0357, 0.1218, 0.1114, 0.0840, 0.1207, 0.0893, 0.1169, 0.0725, 0.0724, 0.0612, 0.0527, 0.0528, 0.0751, 0.0778, 0.0873, 0.0636, 0.0885, -0.6225, -0.0087, 0.2041, 0.1391, 0.0654, 0.0687, 0.0710, 0.1105, -0.6806, 0.0187, 0.1981, 0.1945, 0.0993, 0.0911, 0.0654, 0.0659, -0.6635, -0.0486, 0.2000, 0.1746, 0.0790, 0.0967, 0.1089, 0.0854, -0.0438, -0.2709, -0.0995, 0.0406, 0.0624, 0.0765, 0.0900, 0.0897, 0.0944, -0.0833, -0.3404, -0.0789, 0.0912, 0.0933, 0.0577, 0.1062, 0.1308, 0.0923, -0.0561, -0.2963, -0.1406, 0.0683, 0.0718, 0.0438, 0.1119, 0.1032, 0.0535, -0.0718, -0.3160, -0.0977, 0.0686, 0.0805, 0.0168, 0.1109, 0.1092, 0.0274, -0.0497, -0.2790, -0.0993, 0.0590, 0.0813, 0.0488, 0.1203, 0.0653, 0.0475, -0.0920, -0.3344, -0.1081, 0.0643, 0.0698, 0.0782, 0.1009, 0.0982, 0.0535, -0.1030, -0.2976, -0.0813, 0.0625, 0.1015, 0.0681, 0.1057, 0.1119, 0.0279]
}